The following is a DFT calculation (the ωB97M-V functional and the def2-TZVPD basis) of an isolated molecule of C15H12ClN3O3S.

Output
E = -1827.20530 a.u.
E_LUMO = 0.0072 Ha
Energy relative to the best compared isomer or geometry (same formula, charge and spin) = 0.000 eV

The geometry in XYZ format:
```
35
Properties=species:S:1:pos:R:3:forces:R:3
O -1.7955 -0.7688 -0.9933 0.09 -0.05 -0.06
C -2.1354 -0.0341 -0.0794 -0.25 -0.33 0.02
N -2.5936 -0.5333 1.1054 -0.22 -0.14 0.20
N -2.4494 -1.8867 1.4317 -0.28 0.16 -0.24
C -1.0695 -2.4040 1.4102 0.06 -0.06 0.12
C -0.7013 -3.2726 0.2081 -0.18 -0.17 -0.04
C 0.5303 -2.6401 -0.3969 -0.19 -0.27 0.14
O 1.1906 -3.0474 -1.3085 0.03 -0.05 -0.19
N 0.7988 -1.4764 0.3192 0.43 0.17 -0.05
C 1.7754 -0.5298 -0.0789 0.28 0.27 -0.12
C 1.8424 -0.1420 -1.4105 -0.07 -0.05 0.10
C 2.7858 0.7929 -1.7959 -0.02 -0.02 0.04
C 3.6496 1.3492 -0.8682 0.03 0.01 0.10
C 3.5611 0.9568 0.4580 -0.21 -0.15 -0.23
Cl 4.6309 1.6440 1.6248 0.17 0.11 0.18
C 2.6315 0.0151 0.8672 0.01 -0.01 -0.08
C -0.0565 -1.2584 1.3729 -0.28 -0.21 0.23
O -0.0190 -0.3129 2.1154 0.05 0.03 0.17
C -2.0933 1.4224 -0.1860 0.02 0.70 0.03
C -1.6032 2.1168 -1.2608 -0.16 -0.43 0.28
C -1.6402 3.5097 -1.0756 -0.05 0.20 0.11
C -2.1546 3.8595 0.1347 -0.09 -0.22 0.24
S -2.5990 2.4986 1.0747 0.20 0.06 -0.55
H -2.6697 0.0747 1.9103 0.07 -0.18 -0.16
H -3.0241 -2.4370 0.7961 0.11 0.23 0.15
H -0.9335 -2.9469 2.3548 0.16 0.09 -0.19
H -0.5064 -4.3140 0.4620 0.09 0.04 -0.01
H -1.4791 -3.2479 -0.5591 0.07 0.01 0.07
H 1.1608 -0.5721 -2.1262 -0.05 -0.04 -0.06
H 2.8471 1.0959 -2.8297 0.01 0.02 -0.10
H 4.3844 2.0802 -1.1661 0.07 0.07 0.00
H 2.5686 -0.2803 1.9018 0.01 0.00 0.07
H -1.2331 1.6246 -2.1416 0.06 -0.14 -0.13
H -1.3004 4.2210 -1.8062 0.05 0.15 -0.10
H -2.3005 4.8432 0.5356 -0.01 0.21 0.05
```
Positions in Å, forces in eV/Å.

***

The following is a DFT calculation (the ωB97M-V functional and the def2-TZVPD basis) of a structure of composition C4H5NaO5.

Output
E = -693.84584 a.u.
E_LUMO = -0.0596 Ha
Energy relative to the best compared isomer or geometry (same formula, charge and spin) = 1.959 eV

The geometry in XYZ format:
```
15
Properties=species:S:1:pos:R:3:forces:R:3
O 1.8054 0.7343 -0.5706 -0.03 -0.20 -0.81
C 2.3527 -0.4407 -0.6491 0.06 0.52 2.44
C 0.1357 0.4013 0.1339 -0.74 -0.55 -0.65
O 3.5721 -0.6015 -0.6293 0.36 -0.07 -1.15
O 1.5242 -1.4551 -0.4128 0.20 -0.48 -0.58
C 0.1463 -1.0543 -0.3387 -0.20 0.43 0.14
Na 4.0180 1.6132 -1.0951 -0.39 -0.46 0.23
H -0.3115 1.0680 -0.6119 0.09 0.26 1.32
H 0.4817 0.5099 1.1681 -0.47 0.76 -0.71
H -0.3102 -1.1548 -1.3303 0.04 0.00 0.27
H -0.3378 -1.7225 0.3797 0.06 0.30 -0.19
O -3.8520 0.3777 1.3867 -0.20 0.01 0.39
C -2.8264 0.6773 0.5298 0.92 0.00 -0.46
O -1.7288 0.3948 1.0829 0.09 -0.49 -0.13
H -4.6692 0.6524 0.9567 0.20 -0.02 -0.11
```
Positions in Å, forces in eV/Å.

***

The following is a DFT calculation (the ωB97M-V functional and the def2-TZVPD basis) of an isolated molecule of C6H3Cl2NO5.

Output
E = -1581.58342 a.u.
E_LUMO = -0.0618 Ha
Energy relative to the best compared isomer or geometry (same formula, charge and spin) = 1.506 eV

The geometry in XYZ format:
```
17
Properties=species:S:1:pos:R:3:forces:R:3
C 3.3500 -1.2868 1.3571 2.96 -3.37 -0.51
O 2.5744 -0.4752 0.5942 -2.06 1.06 -1.84
C 1.8912 0.4405 1.2899 2.56 1.23 0.88
O 2.3277 0.9512 2.3064 -1.09 -0.90 -0.94
C 0.6017 0.8438 0.7463 -2.71 1.37 0.39
O 0.2839 1.2116 -0.5230 1.19 -1.10 -2.48
C -1.0643 1.3798 -0.7078 1.06 0.94 0.95
N -1.6543 1.8627 -1.9395 -0.91 1.10 -4.69
O -2.5617 2.7609 -1.9651 2.87 -2.92 1.35
O -1.2288 1.3568 -3.0338 -0.68 1.05 3.70
C -1.6004 1.3282 0.4989 -2.27 0.20 3.84
Cl -3.3083 1.6189 0.9918 2.16 -0.44 -0.74
C -0.5191 1.0308 1.4963 -2.48 -0.62 0.54
Cl -0.9075 0.7381 3.2569 0.85 0.42 -2.67
H 3.8640 -2.1457 0.7769 -1.31 1.51 0.09
H 2.7450 -1.7858 2.0569 -0.61 -0.50 1.34
H 4.2024 -0.8336 1.7936 0.46 0.99 0.79
```
Positions in Å, forces in eV/Å.

***

The following is a DFT calculation (the ωB97M-V functional and the def2-TZVPD basis) of a cluster of 2 separate species, C8H16N2 in total.

Output
E = -423.89557 a.u.
E_LUMO = 0.0317 Ha
Energy relative to the best compared isomer or geometry (same formula, charge and spin) = 1.199 eV

The geometry in XYZ format:
```
26
Properties=species:S:1:pos:R:3:forces:R:3
C -0.4437 -0.2838 3.0348 0.05 -0.76 0.06
C -0.5723 0.4574 1.7028 0.35 1.07 -0.19
C 0.6918 0.3608 0.9062 0.84 0.67 -0.02
C 1.5397 1.4031 0.5879 -1.92 -1.36 0.45
N 2.5448 0.8447 -0.1719 0.72 0.69 0.65
C 2.3580 -0.4987 -0.1414 -1.94 -1.29 -0.20
N 1.2258 -0.8192 0.4474 -0.05 0.29 0.10
H -0.3149 0.2616 3.9692 -0.10 0.66 -0.35
H 0.4673 -0.8762 2.9363 -0.20 -0.35 0.21
H -1.2832 -0.9620 3.2109 0.12 0.00 -0.11
H -1.3779 0.1146 1.0728 -0.24 -0.62 0.39
H -0.7933 1.5350 1.7618 0.08 -0.20 0.50
H 1.2993 2.4043 0.8947 0.89 0.43 -0.45
H 3.4540 1.2601 -0.1628 0.39 0.16 -0.56
H 2.7545 -1.3020 -0.7455 1.14 0.62 -0.04
C -3.0648 -1.1520 -1.7769 -1.14 1.73 -0.83
C -1.7530 -0.4635 -1.4400 0.82 -2.11 -0.90
C -1.1489 0.2695 -2.6623 -0.46 0.50 0.81
H -2.9745 -1.6228 -2.7604 0.09 -0.64 0.40
H -3.8263 -0.3820 -1.9991 0.04 -0.07 0.23
H -3.5104 -1.7690 -1.0015 0.34 -0.36 -0.06
H -1.7795 0.1262 -0.5319 -0.21 0.18 -0.42
H -1.1077 -1.3373 -1.2567 0.31 0.56 0.51
H -0.7117 1.1852 -2.2741 0.03 0.36 -0.36
H -0.3470 -0.2401 -3.1910 -0.10 -0.41 0.14
H -1.9397 0.4971 -3.3816 0.14 0.24 0.00
```
Positions in Å, forces in eV/Å.

***

The following is a DFT calculation (the ωB97M-V functional and the def2-TZVPD basis) of a cluster of 3 separate species, C2H12NO2 in total.

Output
E = -288.37671 a.u.
E_LUMO = -0.1165 Ha
Energy relative to the best compared isomer or geometry (same formula, charge and spin) = 1.016 eV
Net charge = +1

The geometry in XYZ format:
```
17
Properties=species:S:1:pos:R:3:forces:R:3
C -0.6225 1.6859 -1.5297 2.98 -1.38 -0.35
C 0.6904 1.2565 -0.6945 -2.18 0.82 -0.04
N 0.1503 0.2668 0.3203 -0.40 2.38 -0.05
H -0.4355 1.2672 -2.5338 -0.78 0.40 0.29
H -1.5201 1.3212 -1.0716 -0.46 -0.41 0.09
H -0.6740 2.7405 -1.5556 -0.07 1.08 -0.28
H 1.4396 0.6677 -1.2177 -0.16 0.22 -0.39
H 1.1552 2.1475 -0.2956 0.09 -0.13 0.59
H -0.2239 -0.3737 -0.3868 0.37 -1.62 1.40
H -0.6889 0.5579 0.8744 0.95 0.23 -0.65
H 0.8470 -0.0043 1.0177 -0.19 -1.19 -0.38
H 1.2706 -0.9297 3.3234 0.14 -0.27 0.68
H 0.3719 -2.1143 2.7534 0.74 1.06 0.20
O 0.8022 -1.2504 2.5588 -0.77 -0.74 -0.68
H -0.8049 -2.7664 0.2268 -0.07 0.41 -1.01
H -1.1000 -2.3743 -1.3139 0.41 -0.17 1.23
O -0.6573 -2.0980 -0.4755 -0.61 -0.69 -0.65
```
Positions in Å, forces in eV/Å.

***

The following is a DFT calculation (the ωB97M-V functional and the def2-TZVPD basis) of a structure of composition C23H19N6O4SV.

Output
Spin multiplicity = 3
E = -2859.09556 a.u.
<S²> = 2.017
E_LUMO (alpha / beta) = -0.2808 / -0.2801 Ha
Energy relative to the best compared isomer or geometry (same formula, charge and spin) = 0.000 eV
Net charge = +2

The geometry in XYZ format:
```
54
Properties=species:S:1:pos:R:3:forces:R:3
V 0.0177 -0.4962 0.4181 -0.15 -0.09 0.06
N 3.5555 -5.7020 5.0411 0.00 0.02 -0.03
C 3.2672 -4.7624 4.1272 -0.01 -0.03 0.04
C 4.2978 -4.0234 3.5085 0.01 0.02 -0.02
C 4.0038 -3.0632 2.5788 -0.04 -0.01 0.01
C 2.6638 -2.8215 2.2386 -0.04 -0.03 0.01
C 1.6229 -3.5462 2.8437 0.08 0.04 -0.03
C 1.9210 -4.5014 3.7724 -0.01 0.00 0.00
S 2.3329 -1.5981 1.1207 0.11 0.00 0.03
O 3.4951 -1.1158 0.4540 -0.01 -0.02 0.00
O 1.2026 -2.0507 0.1921 -0.01 -0.03 -0.01
N 1.4486 -0.3810 1.7795 0.15 0.18 0.07
C 1.8031 0.9518 1.4836 -0.13 -0.17 -0.08
N 2.7939 1.6195 2.0034 0.01 0.01 0.01
C 2.8998 2.8864 1.5869 0.02 -0.01 0.04
C 2.0210 3.4658 0.6760 -0.04 -0.01 -0.03
C 1.0111 2.6741 0.1720 0.03 0.04 0.04
N 0.9078 1.4032 0.5812 -0.01 0.04 -0.10
H 4.5066 -5.9045 5.2943 -0.01 -0.01 0.01
H 2.8313 -6.2415 5.4812 0.01 0.00 0.01
H 5.3275 -4.2229 3.7733 0.00 0.01 -0.01
H 4.7914 -2.4965 2.1021 0.01 -0.01 0.01
H 0.5914 -3.3613 2.5730 -0.01 -0.01 0.01
H 1.1289 -5.0700 4.2413 0.00 0.00 0.00
H 3.7195 3.4563 2.0073 0.00 0.01 -0.01
H 2.1281 4.4953 0.3700 0.01 0.00 0.00
H 0.2898 3.0323 -0.5507 0.00 -0.01 0.00
O -6.0860 -0.6855 5.3787 0.06 0.03 0.00
C -4.7484 -0.6369 5.2966 -0.04 -0.06 0.03
O -4.0563 -0.6634 6.2686 0.01 0.04 0.01
C -4.1380 -0.5888 3.9177 0.00 0.00 0.01
C -4.7175 -1.2117 2.8180 0.03 0.04 -0.01
C -4.0678 -1.2277 1.5935 0.01 -0.09 -0.08
C -2.8379 -0.5951 1.4735 0.03 0.12 0.15
C -2.2584 0.0350 2.5741 0.05 0.01 -0.06
C -2.8979 0.0298 3.7969 -0.05 -0.03 0.00
N -2.0636 -0.5770 0.2766 -0.10 -0.06 -0.14
C -2.5439 -0.7611 -0.8987 0.06 -0.02 0.01
C -1.6077 -0.7811 -2.0218 0.06 -0.06 0.07
C -1.9861 -1.0418 -3.3199 -0.02 0.09 -0.04
C -0.9985 -1.0679 -4.3044 0.04 0.00 0.02
C 0.3166 -0.8477 -3.9439 -0.03 0.00 0.02
C 0.6235 -0.6137 -2.6053 0.00 0.00 -0.06
N -0.3162 -0.5749 -1.6686 -0.03 0.02 0.07
H -6.5116 -0.4912 4.5351 -0.03 0.00 0.01
H -5.6614 -1.7326 2.9190 0.00 -0.01 -0.03
H -4.5083 -1.7682 0.7658 0.01 0.00 0.00
H -1.3076 0.5565 2.4745 -0.01 0.00 0.01
H -2.4528 0.4882 4.6693 0.00 0.00 0.00
H -3.6038 -0.9202 -1.0791 -0.01 0.06 0.03
H -3.0256 -1.2188 -3.5606 0.00 0.00 -0.01
H -1.2591 -1.2654 -5.3352 -0.01 0.00 0.00
H 1.1092 -0.8662 -4.6782 0.01 0.00 0.01
H 1.6458 -0.4694 -2.2775 0.00 0.00 -0.01
```
Positions in Å, forces in eV/Å.